Formula: C36H33CuN7P2S
Source: the Open Molecules 2025 dataset
Level of theory: ωB97M-V/def2-TZVPD

HOMO energy: -4.734 eV
DFT total energy: -122354.3900 eV
net charge: -1
2S+1: 1
orbital gap: 7.109 eV

CARTESIAN COORDINATES (ANGSTROEM)
Cu (1.48305, 0.86992, 0.32047)
S (-1.67459, -1.24931, 2.86440)
P (-1.63553, 1.71666, 0.50358)
P (3.12205, -0.92951, -0.08102)
N (2.00588, 2.28574, 1.47803)
N (2.13918, 3.99899, 3.21480)
N (3.26411, 6.19834, 3.12796)
N (0.55872, 0.02370, -1.14265)
N (0.47621, -1.92070, 1.67760)
N (-1.44436, -2.11726, 0.31462)
N (0.84277, -1.57499, 2.95609)
C (-4.21085, 1.36238, 1.52783)
C (-0.96936, -0.42966, -2.72608)
C (2.04353, -1.97111, -1.15256)
C (0.88897, -1.17357, -1.70092)
C (5.95901, 1.26639, -2.99303)
C (-0.02832, -1.49645, -2.69271)
C (6.10549, -3.69958, 0.67995)
C (2.11694, 3.13687, 2.26457)
C (-0.14291, -1.17976, 3.68044)
C (4.85525, 0.59874, -3.49639)
C (5.70528, -4.21821, 1.90282)
C (5.35579, 0.56564, -0.77510)
C (5.35181, -2.70973, 0.06460)
C (-2.21006, 6.22149, 1.33270)
C (2.75200, 5.15765, 3.11743)
C (-0.79964, -1.80197, 1.47212)
C (-5.07103, -0.36210, -0.45960)
C (4.00753, -0.09925, -2.64372)
C (3.80339, -2.74204, 1.90026)
C (-1.19505, 1.75654, -1.30152)
C (-5.90974, -0.06885, 0.60307)
C (-5.47427, 0.80212, 1.59606)
C (4.25558, -0.13552, -1.27440)
C (0.01648, -0.63284, 5.06253)
C (4.55187, -3.73858, 2.50763)
C (-0.56777, 0.47136, -1.75345)
C (-1.25638, 5.47995, 2.01076)
C (-2.90404, 4.24712, 0.14785)
C (-1.12912, 4.11965, 1.75895)
C (6.20720, 1.24910, -1.62516)
C (-3.03723, 5.60180, 0.40218)
C (-1.94506, 3.49062, 0.82202)
C (-3.35446, 1.07646, 0.46172)
C (-0.29689, 0.86170, 5.12395)
C (4.19230, -2.22201, 0.66461)
C (-3.80489, 0.21035, -0.53316)
H (7.00590, -4.06580, 0.20211)
H (6.61659, 1.81143, -3.65853)
H (-2.30976, 7.28270, 1.52260)
H (-2.33220, -1.65733, 0.18434)
H (4.64221, 0.62425, -4.55813)
H (-6.12325, 1.04202, 2.42943)
H (-1.81621, -0.32640, -3.38938)
H (0.33733, 1.41725, 4.43255)
H (1.69786, -2.76467, -0.48211)
H (-3.78275, 6.18068, -0.12940)
H (-0.01718, -2.38164, -3.31135)
H (-2.07185, 2.00730, -1.90379)
H (6.29435, -4.98928, 2.38413)
H (-0.62057, -1.18327, 5.76044)
H (2.91189, -2.36353, 2.38344)
H (1.05292, -0.81538, 5.34773)
H (-3.16069, -0.02891, -1.37091)
H (4.23474, -4.13282, 3.46527)
H (-0.12908, 1.24715, 6.13051)
H (-5.39616, -1.03599, -1.24291)
H (5.67098, -2.31322, -0.89198)
H (-6.89550, -0.51274, 0.66078)
H (3.13634, -0.59605, -3.05091)
H (-1.33612, 1.06239, 4.85755)
H (-0.59480, 5.94922, 2.72691)
H (-0.48101, 2.58108, -1.39432)
H (-0.37102, 3.54976, 2.28261)
H (-0.87999, -2.13780, -0.53670)
H (-3.88139, 2.03664, 2.31104)
H (5.54144, 0.57809, 0.29304)
H (7.05588, 1.78464, -1.21884)
H (2.62850, -2.44940, -1.94332)
H (-3.55493, 3.76794, -0.57619)

Results of the Mulliken charge analysis, in e, for atoms 1 through 4:
1 Cu -0.833
2 S -0.125
3 P 1.178
4 P 1.088



Formula: C28H37Ge2N4O3PSSeW
Source: the Open Molecules 2025 dataset
Level of theory: ωB97M-V/def2-TZVPD

HOMO energy (spin up / spin down): -15.408 / -15.993 eV
DFT total energy: -242044.4834 eV
net charge: +3
2S+1: 2
orbital gap (spin up / spin down): 6.187 / 6.072 eV

CARTESIAN COORDINATES (ANGSTROEM)
W (0.22116, 0.24307, 0.40132)
Se (-1.86185, 0.13499, 1.93435)
Ge (-2.08018, -2.06687, 3.28777)
Ge (-0.14925, 1.46938, 2.94700)
S (-2.73550, -0.99721, -2.40471)
P (2.41812, 2.98771, 0.40621)
O (-1.56756, -1.28136, -3.21642)
O (0.42868, -1.44386, 0.39047)
O (1.72790, 1.60164, 0.50440)
N (1.07545, 0.24896, -1.78819)
N (-0.86476, 0.90950, -0.94356)
N (-7.25122, 1.04339, -5.29629)
N (-0.34094, 1.53101, -3.20109)
C (-0.86348, 2.91419, 3.93642)
C (2.26815, -0.56028, 5.61750)
C (-2.23589, 3.18303, 3.92987)
C (-0.83750, -2.04957, 4.75776)
C (-3.89157, -0.10299, -4.68414)
C (2.98892, -1.44307, 4.83588)
C (2.18080, -0.36037, 2.81928)
C (-6.26432, 0.40399, -3.22231)
C (2.93863, -1.33585, 3.45068)
C (0.01150, 3.69931, 4.69937)
C (-4.96988, 0.35828, -5.34644)
C (-3.91991, -1.77175, 3.80406)
C (-2.72843, 4.21428, 4.71013)
C (-1.86003, 4.98531, 5.47518)
C (3.73379, 2.89066, -0.78802)
C (-1.74531, -3.33331, 1.87271)
C (1.74876, 0.65134, -3.99754)
C (3.10691, 3.42628, 1.98983)
C (1.44682, 0.37137, 5.00123)
C (-6.19543, 0.61643, -4.63968)
C (-5.18511, -0.06208, -2.56075)
C (0.58132, 1.38139, -4.16206)
C (1.21843, 4.21952, -0.10017)
C (-0.49321, 4.73118, 5.47135)
C (-0.05649, 0.93561, -2.06557)
C (1.97365, 0.08805, -2.75101)
C (1.35887, 0.47762, 3.60741)
C (-3.96955, -0.33947, -3.27180)
H (4.43447, 2.10500, -0.50409)
H (-4.00897, -0.89358, 4.44219)
H (2.45448, 0.52949, -4.80517)
H (-8.12800, 1.22063, -4.82853)
H (-5.23476, -0.23843, -1.49299)
H (2.31905, -0.60387, 6.69695)
H (-0.84663, -1.09684, 5.28186)
H (-4.93287, 0.52747, -6.41482)
H (3.61309, -2.19866, 5.29400)
H (-2.91238, 2.58912, 3.32864)
H (2.32454, -0.30544, 1.74120)
H (3.55460, 4.42008, 1.92261)
H (0.93274, 4.85059, 0.74167)
H (1.63509, 4.85228, -0.88412)
H (0.36619, 1.86778, -5.10610)
H (-7.22697, 1.18727, -6.29535)
H (2.86148, -0.48856, -2.52065)
H (3.55065, -1.99362, 2.84662)
H (-1.99408, -4.33200, 2.23699)
H (4.26373, 3.84421, -0.82610)
H (3.87084, 2.70499, 2.28132)
H (-7.19011, 0.60803, -2.70117)
H (-2.36687, -3.11776, 1.00475)
H (2.32372, 3.44866, 2.74799)
H (1.07539, 3.48961, 4.71919)
H (0.17324, 5.33368, 6.07335)
H (-4.25239, -2.64243, 4.37302)
H (0.84463, 1.02487, 5.62457)
H (-2.96504, -0.31719, -5.20014)
H (0.17410, -2.28809, 4.43589)
H (-0.69920, -3.31256, 1.57458)
H (-1.17596, -2.81762, 5.45768)
H (-4.57001, -1.65901, 2.93837)
H (-2.25215, 5.79114, 6.08123)
H (3.32095, 2.67547, -1.77461)
H (-3.78967, 4.42163, 4.72397)
H (0.32980, 3.71924, -0.49085)

Results of the Mulliken charge analysis, in e, for atoms 1 through 4:
1 W 1.170
2 Se -0.543
3 Ge 0.125
4 Ge 0.258



Formula: C44H62N19
Source: the Open Molecules 2025 dataset
Level of theory: ωB97M-V/def2-TZVPD

HOMO energy: -12.099 eV
DFT total energy: -74929.3129 eV
net charge: +1
2S+1: 1
orbital gap: 7.730 eV

CARTESIAN COORDINATES (ANGSTROEM)
N (4.61922, 8.08957, -1.50031)
N (1.40853, 5.13410, -0.10900)
N (1.15813, -1.25007, -2.84083)
N (8.33959, -0.95746, 2.26552)
N (0.00748, -2.16740, -6.82391)
N (-6.49647, 4.59821, -0.64137)
N (9.28740, 8.44807, 1.78985)
N (-6.59995, -1.67082, 0.56709)
N (-0.23004, 2.32579, -0.26666)
N (-9.68704, -4.31094, -4.40407)
N (-0.28648, 6.40704, -3.97940)
N (7.13340, 0.27546, 6.70614)
N (4.66930, 0.92262, 2.51275)
N (-7.71107, -6.75546, 0.17128)
N (3.92689, -4.05130, -0.63153)
N (-3.74835, -5.43312, -1.72355)
N (-2.39477, 2.60083, -5.43360)
N (3.53227, 3.85140, 3.98665)
N (-0.81352, -6.72526, 1.05731)
C (-5.95236, 4.06222, -1.50043)
C (0.73646, 1.76797, 0.00858)
C (4.02915, 3.45455, 4.94854)
C (0.96988, -2.72888, -6.53648)
C (7.75104, -0.13748, 4.71988)
C (6.90494, 0.70060, 7.75264)
C (8.08475, -0.60876, 3.33142)
C (-1.33465, -0.93259, -3.60385)
C (2.88325, -4.50972, -0.48709)
C (-0.81359, 5.08189, -1.77605)
C (-5.52500, -2.50484, 0.55814)
C (-2.58984, 0.10778, 0.55613)
C (5.22159, 0.36400, 1.67075)
C (1.53993, -5.09747, -0.30126)
C (1.98260, 1.06509, 0.36139)
C (-6.80932, -6.83876, 0.88040)
C (-4.20801, -1.95809, 0.57235)
C (2.12769, 8.47134, -2.23187)
C (-9.89805, -4.90436, -3.44273)
C (-1.51563, -0.99150, 0.59627)
C (-0.92703, -2.06015, 0.63115)
C (-4.01843, -0.52010, 0.55192)
C (-1.12299, 1.39840, -7.38535)
C (-10.16915, -5.66297, -2.20528)
C (-6.25968, -5.14836, -2.43481)
C (2.59914, 4.30981, 2.12131)
C (0.17898, -7.88112, 3.19740)
C (0.06645, -1.11086, -3.17350)
C (6.79639, 8.82913, 1.04922)
C (-5.64925, -6.94565, 1.78882)
C (1.92417, 4.77581, 0.85638)
C (-1.84959, 2.07451, -6.29630)
C (6.61119, 1.24939, 9.09194)
C (3.52903, 8.25671, -1.82171)
C (-5.25866, 3.37737, -2.60802)
C (-0.37906, -7.22995, 1.99479)
C (8.19748, 8.61485, 1.46522)
C (2.20431, -3.45461, -6.18040)
C (5.93410, -0.35192, 0.59457)
C (-6.48625, -0.31472, 0.55852)
C (4.66556, 2.94094, 6.17813)
C (-5.20680, 0.31287, 0.53199)
C (-4.84680, -5.31585, -2.04371)
C (-0.51729, 5.82360, -3.01683)
H (-0.34066, 5.57548, -0.92758)
H (0.98095, -7.27049, 3.61022)
H (2.48812, 1.59071, 1.17043)
H (-5.90995, -7.56003, 2.64954)
H (-7.41781, 0.27659, 0.56039)
H (-6.48197, -4.09107, -2.58088)
H (8.32534, -0.69856, 5.43994)
H (2.64251, 1.02581, -0.50454)
H (-5.68677, -3.59684, 0.56942)
H (6.12112, 8.44641, 1.81336)
H (5.55211, 1.12888, 9.31696)
H (-0.43212, 4.06725, -1.85187)
H (-6.45702, -5.68252, -3.36334)
H (6.86403, 2.30871, 9.12145)
H (1.47883, -6.05470, -0.81587)
H (1.34631, -5.25176, 0.75791)
H (-5.54291, 2.32563, -2.62925)
H (2.88089, -3.47352, -7.03374)
H (-0.05090, 1.46951, -7.20741)
H (5.66818, -1.40850, 0.61580)
H (6.69903, -0.27282, 4.89811)
H (-5.35591, -5.95516, 2.13451)
H (1.96223, -4.47728, -5.89456)
H (-7.51940, -2.10931, 0.57151)
H (-9.77019, -6.67223, -2.29478)
H (-1.89065, 5.04680, -1.61347)
H (-1.40845, 0.34737, -7.42071)
H (-1.54261, 0.12693, -3.75820)
H (-0.60764, -3.10072, 0.49469)
H (7.00637, -0.25339, 0.73659)
H (8.00310, 0.91615, 4.79148)
H (-6.90588, -5.54550, -1.65139)
H (1.45655, 8.08778, -1.46451)
H (-9.69510, -5.16853, -1.35892)
H (2.69644, -2.95738, -5.34489)
H (1.75659, 0.04905, 0.68290)
H (6.61003, 9.89308, 0.91044)
H (-1.35560, 1.86516, -8.34147)
H (0.57586, -8.86110, 2.93633)
H (-2.41683, 0.74963, -0.34114)
H (-1.50868, -1.46596, -4.53847)
H (5.66189, 0.06321, -0.37622)
H (-4.17983, 3.45166, -2.47509)
H (-11.24259, -5.71906, -2.02982)
H (1.94091, 9.53563, -2.37016)
H (1.85930, 4.24160, 2.90551)
H (3.04075, 3.33347, 1.94931)
H (-2.48132, 0.70080, 1.49318)
H (7.19729, 0.72254, 9.84361)
H (-3.36534, -2.67340, 0.56788)
H (-4.81059, -7.40261, 1.26438)
H (1.93103, 7.95082, -3.16834)
H (-0.60043, -8.00088, 3.94850)
H (-2.00974, -1.32052, -2.84061)
H (-5.53116, 3.83765, -3.55635)
H (6.60233, 8.30975, 0.11177)
H (3.36707, 5.01081, 2.40091)
H (5.09486, 1.95746, 5.99029)
H (-5.16873, 1.41782, 0.51046)
H (0.78321, -4.42791, -0.70790)
H (3.92278, 2.86018, 6.97144)
H (5.45563, 3.61999, 6.49772)

Results of the Mulliken charge analysis, in e, for atoms 1 through 4:
1 N -0.399
2 N -0.465
3 N -0.442
4 N -0.551



Formula: C6H12O
Source: the Open Molecules 2025 dataset
Level of theory: ωB97M-V/def2-TZVPD

HOMO energy: -10.016 eV
DFT total energy: -8463.2468 eV
SMILES: CC(C)[C@H]1O[C@H]1C
2S+1: 1
orbital gap: 11.134 eV

CARTESIAN COORDINATES (ANGSTROEM)
O (-0.67414, 1.64799, -0.85089)
C (0.53860, 0.06315, 0.64718)
C (0.89992, 0.96466, 1.83101)
C (-0.76594, 0.55206, 0.05594)
C (-0.40165, -0.30115, -2.41774)
C (-1.18339, 0.41177, -1.34622)
C (0.45899, -1.40351, 1.07304)
H (0.92872, 2.01595, 1.52598)
H (-0.33840, -1.55756, 1.81110)
H (1.87522, 0.69925, 2.25305)
H (-0.88967, -1.25317, -2.65602)
H (0.26367, -2.06454, 0.22079)
H (0.15195, 0.86480, 2.62876)
H (-1.56780, 0.66076, 0.79348)
H (1.31386, 0.17226, -0.12105)
H (0.63011, -0.50438, -2.11960)
H (1.40061, -1.71900, 1.53697)
H (-0.38147, 0.30263, -3.33162)
H (-2.25921, 0.44805, -1.53415)

Results of the Mulliken charge analysis, in e, for atoms 1 through 4:
1 O -0.496
2 C 0.681
3 C -1.613
4 C -0.215